Entry one
The following is a DFT calculation (the ωB97M-V functional and the def2-TZVPD basis) of the molecule C3H2O.

HOMO-LUMO gap ... 4.31 eV
Highest occupied orbital energy ... -10.4 eV
LUMO energy ... -6.046 eV

Geometry as XYZ:
```
6
C3H2O the ωB97M-V functional and the def2-TZVPD basis
C 1.03 0.12 -0.11
C -0.33 -0.23 -0.09
C -1.47 -0.36 -0.03
H 1.30 1.35 0.13
H -2.46 -0.29 0.11
O 1.94 -0.58 -0.01
```

Now the Löwdin charges, all in e:
1. C -0.37
2. C -0.09
3. C 0.16
4. H 0.17
5. H 0.02
6. O 0.10

=====

Entry two
The following is a DFT calculation (the ωB97M-V functional and the def2-TZVPD basis) of the molecule C3H2O.

HOMO-LUMO gap ... 9.14 eV
Highest occupied orbital energy ... -10.4 eV
LUMO energy ... -1.228 eV

Geometry as XYZ:
```
6
C3H2O the ωB97M-V functional and the def2-TZVPD basis
C -0.88 -0.18 -0.01
C -1.85 -0.95 -0.01
C 0.62 0.06 0.00
O -0.26 1.07 0.00
H 1.26 0.10 0.96
H 1.11 -0.09 -0.96
```

Now the Löwdin charges, all in e:
1. C -0.39
2. C 0.20
3. C -0.10
4. O 0.02
5. H 0.15
6. H 0.12

=====

Which structure is the most stable? The one labeled entry one.